(1)
DFT (ωB97M-V/def2-TZVPD) results for a 15-piece molecular cluster, C56H98O30 overall at a distorted geometry.

The value obtained for the molar mass is 1251.370 g mol⁻¹. The total energy comes out at -4449.71752 hartree. The HOMO energy is -8.874 eV.

Element x y z (Å)
C1 0.953 -0.091 -4.432
O1 2.052 0.109 -5.309
C2 1.730 0.652 -6.537
O2 0.578 0.861 -6.910
O3 2.833 0.862 -7.289
C3 4.174 0.564 -6.926
H1 0.242 -0.755 -4.923
H2 0.390 0.792 -4.128
H3 1.177 -0.523 -3.457
H4 4.364 -0.503 -7.040
H5 4.454 0.927 -5.937
H6 4.852 0.910 -7.706
C4 -4.052 4.507 -1.155
O4 -4.275 4.701 0.206
C5 -4.337 3.635 1.092
O5 -4.258 2.474 0.842
O6 -4.377 4.223 2.331
C6 -4.324 3.425 3.541
H7 -3.881 5.486 -1.604
H8 -4.932 3.983 -1.528
H9 -3.137 3.922 -1.248
H10 -4.086 4.016 4.425
H11 -3.629 2.603 3.370
H12 -5.298 2.948 3.659
C7 3.668 1.710 8.120
O7 3.210 2.149 6.885
C8 1.974 1.942 6.444
O8 1.072 1.469 7.111
O9 1.813 2.435 5.254
C9 0.451 2.648 4.776
H13 4.655 2.130 8.316
H14 3.735 0.626 8.207
H15 2.962 2.056 8.875
H16 0.497 3.030 3.756
H17 -0.154 3.290 5.417
H18 -0.005 1.663 4.676
C10 0.503 -3.347 7.230
O10 -0.666 -2.985 6.522
C11 -0.640 -1.917 5.676
O11 0.345 -1.213 5.409
O12 -1.815 -1.745 5.228
C12 -2.070 -0.739 4.247
H19 0.289 -3.900 8.145
H20 1.169 -2.501 7.400
H21 1.006 -4.008 6.524
H22 -1.676 0.263 4.413
H23 -3.155 -0.637 4.209
H24 -1.750 -1.041 3.249
C13 -1.903 -4.613 -1.996
C14 -2.542 -5.052 -3.295
C15 -1.491 -4.787 -4.350
O13 -0.810 -3.636 -3.864
C16 -0.658 -3.809 -2.443
H25 -1.633 -5.485 -1.400
H26 -2.594 -3.975 -1.445
H27 -3.335 -4.379 -3.621
H28 -2.939 -6.066 -3.345
H29 -2.055 -4.550 -5.252
H30 -0.907 -5.686 -4.549
H31 -0.600 -2.812 -2.005
H32 0.287 -4.221 -2.089
C17 -4.986 -2.606 1.084
C18 -6.122 -2.708 0.106
C19 -5.457 -2.623 -1.268
O14 -4.360 -1.718 -1.019
C20 -4.315 -1.435 0.399
H33 -4.355 -3.495 1.112
H34 -5.343 -2.290 2.064
H35 -6.696 -1.783 0.157
H36 -6.769 -3.574 0.244
H37 -6.234 -2.251 -1.936
H38 -5.132 -3.616 -1.578
H39 -4.791 -0.500 0.696
H40 -3.290 -1.370 0.764
C21 0.364 -0.012 0.661
C22 -0.284 1.294 1.061
C23 -0.799 1.873 -0.247
O15 -0.191 1.013 -1.275
C24 -0.052 -0.318 -0.735
H41 0.197 -0.829 1.363
H42 1.439 0.153 0.584
H43 0.389 1.933 1.634
H44 -1.125 1.072 1.718
H45 -0.365 2.855 -0.434
H46 -1.884 1.973 -0.264
H47 0.668 -0.894 -1.317
H48 -1.012 -0.814 -0.880
C25 -1.153 5.467 2.247
C26 -1.454 5.784 3.634
C27 -0.235 6.578 4.152
O16 0.232 7.143 2.923
C28 -0.015 6.371 1.813
H49 -2.013 5.438 1.579
H50 -0.767 4.448 2.222
H51 -1.629 4.935 4.295
H52 -2.342 6.411 3.699
H53 0.609 6.010 4.544
H54 -0.373 7.347 4.913
H55 0.926 5.897 1.537
H56 -0.242 7.007 0.957
O17 2.759 3.125 1.664
C29 3.579 2.188 1.924
O18 4.814 2.146 1.357
C30 5.523 0.976 1.879
C31 4.370 0.070 2.357
C32 3.317 0.979 2.816
H57 6.096 1.352 2.726
H58 6.151 0.414 1.188
H59 4.735 -0.637 3.101
H60 3.906 -0.437 1.511
H61 3.553 1.243 3.847
H62 2.296 0.642 2.637
O19 -1.257 6.822 -2.593
C33 -1.131 5.851 -3.364
O20 -1.679 5.856 -4.601
C34 -1.594 4.557 -5.153
C35 -0.336 3.995 -4.508
C36 -0.429 4.569 -3.121
H63 -1.629 4.484 -6.240
H64 -2.413 3.905 -4.851
H65 0.562 4.242 -5.074
H66 -0.387 2.906 -4.539
H67 0.484 4.636 -2.529
H68 -1.058 3.883 -2.554
O21 3.199 3.508 -4.735
C37 3.413 2.921 -3.677
O22 2.449 2.296 -2.974
C38 2.950 1.560 -1.848
C39 4.313 2.190 -1.659
C40 4.772 2.613 -3.059
H69 2.999 0.476 -1.945
H70 2.503 1.910 -0.917
H71 4.995 1.513 -1.145
H72 4.231 3.100 -1.065
H73 5.213 1.833 -3.679
H74 5.340 3.543 -3.056
O23 -4.199 2.349 -3.833
C41 -3.678 1.278 -4.123
O24 -3.115 1.036 -5.335
C42 -2.554 -0.244 -5.336
C43 -2.335 -0.599 -3.857
C44 -3.524 0.099 -3.215
H75 -1.728 -0.191 -6.046
H76 -3.287 -0.916 -5.782
H77 -1.467 -0.076 -3.457
H78 -2.225 -1.664 -3.650
H79 -3.300 0.529 -2.238
H80 -4.459 -0.458 -3.258
O25 -1.349 -3.147 1.630
C45 -1.352 -4.267 2.139
O26 -0.737 -5.289 1.470
C46 -0.738 -6.447 2.307
C47 -1.145 -5.991 3.674
C48 -2.053 -4.781 3.394
H81 0.233 -6.942 2.319
H82 -1.529 -7.090 1.921
H83 -0.278 -5.753 4.291
H84 -1.691 -6.776 4.197
H85 -1.941 -4.163 4.285
H86 -3.099 -5.004 3.185
O27 2.807 -4.808 4.385
C49 2.912 -4.570 3.179
O28 2.774 -5.472 2.253
C50 2.656 -4.926 0.957
C51 2.420 -3.406 1.125
C52 2.960 -3.174 2.554
H87 1.773 -5.353 0.483
H88 3.525 -5.189 0.354
H89 1.355 -3.182 1.053
H90 3.049 -2.876 0.410
H91 2.347 -2.406 3.026
H92 4.017 -2.909 2.516
O29 5.448 -1.032 -3.954
C53 4.479 -1.806 -3.813
O30 3.758 -1.916 -2.674
C54 2.659 -2.843 -2.696
C55 2.605 -3.288 -4.094
C56 3.899 -2.794 -4.857
H93 1.828 -2.195 -2.417
H94 2.749 -3.635 -1.951
H95 1.736 -2.861 -4.594
H96 2.470 -4.361 -4.232
H97 3.608 -2.320 -5.795
H98 4.617 -3.603 -4.997

(2)
DFT (ωB97M-V/def2-TZVPD) results for C57H109F3N4O17 as an isolated structure at a distorted geometry.

The value obtained for the molar mass is 1179.504 g mol⁻¹. The total energy comes out at -4034.51429 hartree. The HOMO energy is -7.342 eV.

Element x y z (Å)
C1 -7.326 10.938 27.867
C2 -6.673 12.188 28.496
C3 -7.042 12.074 29.967
C4 -6.295 13.015 30.905
C5 -4.788 12.872 30.576
C6 -4.215 12.819 29.138
N1 -5.210 12.042 28.404
O1 -4.845 11.811 27.042
C7 -3.940 14.213 28.486
C8 -2.895 11.982 29.283
C9 -7.212 13.460 27.806
H1 -6.754 10.047 28.125
H2 -7.462 10.913 26.780
H3 -8.387 10.794 28.097
H4 -8.106 12.298 30.101
H5 -6.906 11.091 30.423
H6 -6.396 12.857 31.981
H7 -6.625 14.059 30.876
H8 -4.240 12.230 31.264
H9 -4.417 13.858 30.899
H10 -2.896 14.514 28.509
H11 -4.258 14.145 27.444
H12 -4.577 15.020 28.852
H13 -3.203 11.043 29.737
H14 -2.420 11.741 28.333
H15 -2.248 12.609 29.894
H16 -8.240 13.778 27.996
H17 -7.089 13.517 26.726
H18 -6.689 14.278 28.318
H19 -4.997 12.687 26.656
C10 -16.414 8.101 30.274
C11 -15.384 8.505 31.351
C12 -14.033 8.939 30.799
C13 -14.147 10.292 30.125
C14 -14.615 11.457 31.051
C15 -15.808 11.011 31.911
N2 -15.851 9.579 32.261
O2 -16.999 9.270 33.017
C16 -15.610 11.756 33.253
C17 -17.096 11.461 31.208
C18 -15.034 7.312 32.256
H20 -16.331 7.022 30.102
H21 -16.121 8.468 29.291
H22 -17.430 8.265 30.624
H23 -13.251 8.891 31.558
H24 -13.708 8.317 29.959
H25 -15.000 10.263 29.439
H26 -13.283 10.426 29.473
H27 -14.801 12.352 30.460
H28 -13.776 11.737 31.692
H29 -15.621 12.819 32.998
H30 -16.379 11.561 33.999
H31 -14.659 11.494 33.721
H32 -17.397 10.798 30.393
H33 -17.912 11.423 31.936
H34 -17.182 12.456 30.766
H35 -14.417 7.562 33.120
H36 -14.521 6.466 31.794
H37 -15.980 6.888 32.610
H38 -16.624 9.277 33.904
C19 -10.268 11.496 25.173
C20 -10.117 10.121 25.835
C21 -10.980 10.082 27.089
C22 -11.406 8.724 27.657
C23 -12.137 8.046 26.498
C24 -11.229 7.869 25.238
N3 -10.665 9.152 24.849
O3 -9.896 9.033 23.663
C25 -10.245 6.699 25.517
C26 -12.156 7.403 24.079
C27 -8.639 9.852 26.101
H39 -11.222 11.671 24.666
H40 -9.517 11.766 24.430
H41 -10.279 12.223 25.990
H42 -10.424 10.664 27.833
H43 -11.883 10.669 26.893
H44 -11.985 8.757 28.577
H45 -10.514 8.139 27.901
H46 -13.042 8.610 26.268
H47 -12.377 7.024 26.802
H48 -9.535 6.472 24.726
H49 -9.566 7.041 26.310
H50 -10.795 5.920 26.042
H51 -12.827 8.153 23.647
H52 -11.609 7.030 23.215
H53 -12.896 6.732 24.524
H54 -8.106 9.842 25.149
H55 -8.451 8.853 26.503
H56 -8.171 10.559 26.787
H57 -10.204 9.821 23.198
C28 -16.025 13.371 36.143
C29 -14.815 14.111 36.707
C30 -15.048 15.625 36.401
C31 -14.222 16.566 37.283
C32 -14.301 16.224 38.708
C33 -13.939 14.782 39.072
N4 -14.671 13.873 38.169
O4 -14.384 12.506 38.399
C34 -12.411 14.628 39.064
C35 -14.452 14.514 40.507
C36 -13.509 13.820 35.928
H58 -16.131 13.731 35.118
H59 -16.977 13.538 36.647
H60 -15.900 12.292 36.037
H61 -14.811 15.805 35.351
H62 -16.060 16.023 36.536
H63 -14.401 17.629 37.088
H64 -13.160 16.561 36.989
H65 -15.343 16.271 39.045
H66 -13.620 16.834 39.305
H67 -11.979 15.187 39.893
H68 -12.118 13.575 39.142
H69 -11.901 14.844 38.121
H70 -13.635 14.186 41.158
H71 -14.855 15.417 40.966
H72 -15.137 13.685 40.683
H73 -13.075 12.914 36.347
H74 -12.822 14.654 36.030
H75 -13.808 13.701 34.886
H76 -15.268 12.124 38.444
C37 -8.981 7.441 29.488
C38 -9.040 8.505 30.552
O5 -8.304 8.395 31.511
C39 -10.134 9.562 30.425
H77 -7.971 7.217 29.140
H78 -9.511 7.806 28.604
H79 -9.369 6.459 29.759
H80 -11.140 9.146 30.464
H81 -9.872 10.369 29.744
H82 -10.137 10.089 31.386
C40 -8.638 11.954 35.364
C41 -7.766 10.791 35.051
O6 -6.682 10.680 35.581
C42 -8.355 9.760 34.083
H83 -8.312 12.565 36.207
H84 -9.647 11.622 35.634
H85 -8.832 12.661 34.551
H86 -9.096 10.203 33.427
H87 -8.662 8.898 34.675
H88 -7.484 9.422 33.526
C43 -11.996 8.304 34.706
C44 -12.644 9.686 34.748
O7 -12.297 10.604 34.036
C45 -13.671 9.856 35.832
H89 -11.549 8.179 35.691
H90 -11.195 8.227 33.968
H91 -12.715 7.572 34.334
H92 -14.672 9.956 35.401
H93 -13.521 10.800 36.355
H94 -13.713 9.023 36.531
C46 -8.141 17.526 34.361
C47 -8.591 16.132 34.683
O8 -8.705 15.320 33.787
C48 -8.795 15.715 36.114
H95 -7.571 17.527 33.432
H96 -7.419 17.860 35.110
H97 -8.968 18.232 34.286
H98 -9.403 16.362 36.744
H99 -7.831 15.568 36.604
H100 -9.290 14.751 35.981
C49 -12.260 18.852 34.670
C50 -12.535 19.142 33.203
O9 -13.048 17.895 32.736
C51 -12.685 16.928 33.586
O10 -12.764 15.769 33.353
O11 -11.978 17.487 34.650
F1 -11.388 19.392 32.514
H101 -13.209 19.025 35.191
H102 -11.496 19.521 35.056
H103 -13.197 19.988 33.033
C52 -12.177 13.098 31.595
C53 -10.711 13.525 31.708
O12 -10.453 13.793 30.365
C54 -11.083 12.819 29.638
O13 -10.798 12.528 28.520
O14 -12.094 12.314 30.382
F2 -9.929 12.509 32.139
H104 -12.806 13.987 31.570
H105 -12.430 12.509 32.475
H106 -10.699 14.363 32.406
C55 -9.542 17.103 30.572
C56 -10.505 17.271 29.338
O15 -9.662 17.679 28.325
C57 -8.529 18.174 28.876
O16 -7.605 18.642 28.277
O17 -8.578 18.069 30.188
F3 -11.425 18.242 29.658
H107 -9.224 16.074 30.383
H108 -10.024 17.353 31.508
H109 -10.958 16.312 29.093